Density functional theory data (the ωB97M-V functional and the def2-TZVPD basis) for a 8-piece molecular cluster, C14H32ClN2O9S overall at a distorted geometry.

Cartesian coordinates (Å):
Cl 1.7699 -2.3003 -0.2351
O 0.8400 -2.8615 -1.2027
O 3.1200 -2.4626 -0.6599
O 1.4858 -0.8863 -0.0661
O 1.6445 -2.9904 1.0669
C -2.9510 -2.2074 3.3228
O -3.2595 -2.1891 4.7193
H -2.2386 -3.0145 3.1519
H -3.7755 -2.5083 2.6764
H -2.4754 -1.3305 2.8834
H -2.5518 -2.7381 5.0647
C 3.3875 -0.2189 -4.7378
O 3.8342 -1.4731 -4.9987
H 3.8996 0.1802 -3.8622
H 3.4549 0.4566 -5.5906
H 2.3238 -0.1939 -4.5010
H 3.9416 -1.8668 -4.1298
C 2.2074 4.8895 -2.9552
O 0.9906 5.6937 -2.7091
H 3.1605 5.3504 -2.6959
H 2.0908 3.9631 -2.3929
H 2.1909 4.5992 -4.0057
H 1.0162 6.4288 -3.3260
C -4.3238 -0.1838 -1.5478
O -5.6805 -0.3466 -1.0368
H -3.9203 0.8280 -1.5858
H -3.6459 -0.8010 -0.9582
H -4.2767 -0.5755 -2.5639
H -5.6233 -1.1546 -0.5216
N -1.2365 4.0822 4.5215
C -1.8207 5.2728 4.2630
C -1.6318 5.5225 2.9140
C -1.1094 4.3238 2.3424
C -0.8809 3.4522 3.3896
H -1.2793 3.6937 5.4529
H -2.1994 5.8683 5.0806
H -1.8645 6.4013 2.3309
H -0.9815 4.0768 1.2988
H -0.4695 2.4551 3.4429
N 6.8828 1.5084 0.1208
C 8.2574 1.5344 0.2475
C 8.6438 2.6749 0.8495
C 7.4067 3.3699 1.2213
C 6.3801 2.6777 0.6671
H 6.3738 0.7069 -0.2236
H 8.7803 0.6798 -0.1560
H 9.6802 2.9466 0.9853
H 7.3217 4.2594 1.8279
H 5.3100 2.8241 0.6636
C -6.9143 -7.6604 -0.4444
S -5.9396 -6.1903 0.0293
O -6.7613 -4.9528 -0.3809
C -4.5198 -6.3766 -1.1247
H -7.0974 -7.5900 -1.5166
H -7.9398 -7.7488 -0.0858
H -6.3289 -8.5610 -0.2589
H -3.9721 -7.3069 -0.9743
H -3.8233 -5.5574 -0.9459
H -4.9029 -6.4730 -2.1406

The net charge is -1. Its HOMO energy is -0.2241 Ha. The energy above the lowest of the compared OMol25 structures with the same formula, charge and spin comes out at 104.3 kJ/mol. For the gap between HOMO and LUMO, the calculation gives 8.223 eV.



Density functional theory data (the ωB97M-V functional and the def2-TZVPD basis) for a 5-piece molecular cluster, C5H19NO5 overall at a distorted geometry.

Cartesian coordinates (Å):
C 1.4096 -2.0666 2.1921
C 1.1552 -1.1341 1.0650
N 1.6686 -1.5006 -0.1896
C 0.0694 -0.6231 -1.9282
C 1.5216 -0.6542 -1.3639
C 2.4781 -1.1362 -2.4412
O 0.4716 -0.1346 1.1710
H 2.2573 -2.8106 2.0497
H 1.7207 -1.4617 3.0609
H 0.4710 -2.5759 2.3908
H 1.7897 -2.4798 -0.3688
H -0.1447 -1.4864 -2.5401
H -0.5105 -0.5502 -1.0232
H -0.1187 0.2494 -2.5776
H 1.6588 0.3887 -1.0113
H 2.6283 -0.4216 -3.2371
H 2.1925 -2.0476 -2.9175
H 3.5036 -1.3116 -2.1752
H -3.6152 -0.3556 -1.6305
H -2.5340 -1.4577 -1.8487
O -2.8591 -0.8005 -1.2366
H -1.8132 1.5139 1.7938
H -1.9916 2.0163 0.3507
O -1.8905 2.2981 1.2647
H 0.2000 1.7570 3.6982
H -0.5561 2.5255 2.6119
O -0.3316 2.5378 3.5633
H -1.6246 1.3763 -1.9879
H -1.5481 2.9797 -1.6380
O -2.0642 2.2145 -1.9138

The SMILES is CC(=O)NC(C)C.O.O.O.O. Its HOMO energy is -0.3605 Ha. The energy above the lowest of the compared OMol25 structures with the same formula, charge and spin comes out at 19.7 kJ/mol. For the gap between HOMO and LUMO, the calculation gives 10.248 eV.



Density functional theory data (the ωB97M-V functional and the def2-TZVPD basis) for one molecule with the formula C4H6N2 at a distorted geometry.

Cartesian coordinates (Å):
C 1.2787 0.7550 -0.9802
C 0.7753 -0.2461 0.0663
C -0.5896 -0.6836 0.0812
N -1.8427 -0.0189 -0.4640
C -1.3681 0.6188 0.6982
N 1.7017 -0.8259 0.7251
H 1.8322 1.6290 -0.6321
H 1.9168 0.1477 -1.6179
H 0.3978 1.0844 -1.5466
H -0.8088 -1.5593 0.6846
H -2.0373 0.6119 1.6077
H -0.9888 1.6275 0.4785

Its HOMO energy is -0.2874 Ha. The energy above the lowest of the compared OMol25 structures with the same formula, charge and spin comes out at 738.8 kJ/mol. For the gap between HOMO and LUMO, the calculation gives 4.925 eV.



Density functional theory data (the ωB97M-V functional and the def2-TZVPD basis) for a 2-piece molecular cluster, C7H8F4IO2 overall at a distorted geometry.

Cartesian coordinates (Å):
C -1.1729 1.9623 0.0801
C 1.1044 0.0842 -1.8724
C -2.1396 0.3455 1.9292
C 1.1698 -0.3140 -0.3735
C -0.1355 -1.0740 -0.0647
C -1.8907 0.5484 0.4542
C 2.3775 -1.0487 -0.1014
O -1.8099 2.6504 -0.7328
O -0.0842 2.0363 0.6324
F -0.0773 -1.6722 1.2094
F 2.5512 -1.4085 1.2361
F 2.4587 -2.2769 -0.7000
F 3.5791 -0.4732 -0.4708
I -3.4425 0.0709 -0.8160
H 0.1729 0.7546 -2.0122
H 0.7781 -0.7164 -2.4529
H 2.1041 0.5857 -2.2463
H -2.9956 0.9543 2.1641
H -2.0343 -0.6015 2.3336
H -1.2486 0.8478 2.3644
H 1.0822 0.6769 0.2092
H -0.3470 -1.9317 -0.7695

The net charge is -1. Its HOMO energy (alpha / beta) is -0.1774 / -0.1772 Ha. The energy above the lowest of the compared OMol25 structures with the same formula, charge and spin comes out at 62.2 kJ/mol. For the gap between HOMO and LUMO (alpha / beta), the calculation gives 7.575 / 7.571 eV.



Density functional theory data (the ωB97M-V functional and the def2-TZVPD basis) for C32H35Cl2HfN5O5PS2 as an isolated structure at a distorted geometry.

Cartesian coordinates (Å):
Hf -0.0343 0.3000 0.2363
Cl -2.0788 5.8397 -3.4233
C -1.9629 4.6153 -2.2207
C -0.8653 3.7644 -2.1995
C -0.7689 2.7833 -1.2204
N 0.3135 1.9267 -1.0146
C 1.5687 2.1806 -1.4413
O 1.9361 2.8336 -2.4001
C 2.5658 1.6086 -0.4555
C 3.9270 1.7532 -0.6940
C 4.8233 1.4139 0.3038
C 4.3223 0.9774 1.5222
C 2.9507 0.8819 1.6849
N 2.0762 1.1621 0.7170
C -1.7981 2.6394 -0.2520
C -2.8890 3.4969 -0.2855
C -2.9739 4.4711 -1.2694
Cl -4.3528 5.4914 -1.2997
N -1.5525 1.6623 0.7136
C -2.4364 1.3166 1.6672
O -3.6145 1.6146 1.7678
C -1.7702 0.4679 2.7281
C -2.4861 0.1530 3.8790
C -1.8457 -0.4977 4.9175
C -0.5073 -0.8270 4.7555
C 0.1143 -0.5379 3.5524
N -0.4864 0.1073 2.5479
H -0.0717 3.8783 -2.9193
H 4.2436 2.1522 -1.6460
H 5.8854 1.5138 0.1436
H 4.9816 0.7420 2.3428
H 2.5345 0.5905 2.6407
H -3.6645 3.4078 0.4587
H -3.5249 0.4398 3.9291
H -2.3689 -0.7400 5.8295
H 0.0512 -1.3044 5.5445
H 1.1305 -0.8661 3.3727
O 0.4152 -0.7982 -1.7405
C 0.0731 -0.4664 -3.0994
C -1.4017 -0.7373 -3.3729
C -2.2934 -0.0389 -2.3256
C -2.6504 -0.9786 -1.2120
C -3.7303 -1.8399 -1.3895
C -4.0789 -2.7282 -0.3916
C -3.3216 -2.7376 0.7706
C -2.2414 -1.8854 0.8560
N -1.9012 -1.0064 -0.0984
H 0.1709 -1.7737 -1.6585
H 0.6968 -1.0622 -3.7738
H 0.3097 0.5906 -3.2443
H -1.5775 -1.8151 -3.3497
H -1.6388 -0.3812 -4.3744
H -3.2182 0.2880 -2.8024
H -1.7793 0.8453 -1.9415
H -4.2844 -1.8105 -2.3153
H -4.9046 -3.4098 -0.5198
H -3.5485 -3.4123 1.5782
H -1.6037 -1.9162 1.7284
C -0.2644 -4.4072 2.7133
C 1.1278 -4.9052 2.3578
C 2.1912 -4.2359 3.2197
O 1.4407 -4.7559 0.9710
P 1.1988 -3.5771 -0.0702
S -0.5042 -3.6456 -1.0756
S 1.5165 -1.7733 0.8738
O 2.2926 -3.8606 -1.1724
C 3.6697 -4.2830 -1.0899
C 3.7720 -5.7563 -0.7233
C 4.4508 -3.3922 -0.1409
H -0.4933 -4.7116 3.7321
H -1.0104 -4.8244 2.0400
H -0.3028 -3.3200 2.6548
H 1.1696 -5.9926 2.4983
H 2.1999 -3.1647 3.0367
H 3.1710 -4.6384 2.9802
H 1.9794 -4.4204 4.2691
H 4.0213 -4.1415 -2.1193
H 3.6272 -5.9005 0.3443
H 4.7528 -6.1328 -1.0058
H 3.0144 -6.3270 -1.2560
H 4.0348 -3.4780 0.8611
H 4.3885 -2.3517 -0.4558
H 5.4950 -3.6946 -0.1214

The net charge is +1. Its HOMO energy is -0.3784 Ha. The energy above the lowest of the compared OMol25 structures with the same formula, charge and spin comes out at 77.7 kJ/mol. For the gap between HOMO and LUMO, the calculation gives 6.784 eV.



Density functional theory data (the ωB97M-V functional and the def2-TZVPD basis) for C26H22CrO5 as an isolated structure at a distorted geometry.

Cartesian coordinates (Å):
O 2.4872 3.0902 1.0669
C 2.3474 1.9407 0.9082
Cr 1.9806 0.0733 1.0137
C 0.5966 0.6414 2.2000
O -0.2161 1.0169 2.9516
C 3.0450 0.0836 2.5816
O 3.5795 0.2722 3.6050
C 3.2370 -0.6577 -0.5788
C 2.1019 -0.0647 -1.1588
C 0.8263 -0.4198 -0.7215
C 0.6245 -1.3775 0.3231
C -0.5764 -1.3541 1.1520
C -1.6432 -1.5609 1.7321
C -2.9154 -1.6357 2.2285
C -3.9144 -0.7391 1.6590
C -5.2755 -0.8334 1.9970
C -6.1931 0.0952 1.5455
C -5.8176 1.0836 0.6227
C -4.4902 1.1348 0.1825
C -3.5439 0.2657 0.7317
C 1.7899 -2.0624 0.7676
C 3.0645 -1.7177 0.3198
H 4.2376 -0.3315 -0.8688
H 2.2379 0.7179 -1.9150
H -0.0587 0.0753 -1.1327
H -3.2175 -2.4748 2.8676
H -5.5905 -1.6167 2.6829
H -7.1996 0.0914 1.9658
H -6.5380 1.8293 0.2832
H -4.1714 1.8923 -0.5328
H -2.4987 0.3308 0.4477
H 1.6593 -2.8480 1.5217
H 3.9452 -2.2390 0.7131
C -3.2424 -2.4156 8.5579
C -3.2628 -2.5034 7.0328
C -3.7429 -3.9339 6.6864
C -4.1855 -1.4043 6.5114
C -4.1572 -1.3042 4.9831
O -5.3037 -1.3792 4.4854
C -2.8793 -1.1604 4.3405
C -1.8290 -1.9771 4.9134
O -0.8960 -2.4947 4.2887
C -1.8698 -2.1799 6.4593
H -2.9276 -1.4178 8.8768
H -4.2502 -2.6020 8.9497
H -2.5665 -3.1641 8.9895
H -3.7994 -4.1267 5.6064
H -3.0599 -4.6731 7.1438
H -4.7410 -4.0996 7.1281
H -5.2006 -1.6064 6.8663
H -3.8735 -0.4400 6.9541
H -2.5965 -0.1610 3.8174
H -1.5190 -1.2456 6.9487
H -1.1653 -2.9684 6.7556

Its multiplicity is 4. Its expectation value of S² is 3.823. The net charge is +1. Its HOMO energy (alpha / beta) is -0.3415 / -0.4214 Ha. For the gap between HOMO and LUMO (alpha / beta), the calculation gives 6.003 / 5.769 eV.